Entry 1:
{
  "formula": "C17H47BFN7O6P3",
  "method": "the ωB97M-V functional and the def2-TZVPD basis",
  "species": ["C", "O", "C", "B", "C", "O", "N", "C", "O", "F", "P", "C", "O", "H", "H", "H", "H", "H", "H", "H", "H", "H", "H", "H", "O", "P", "N", "C", "C", "N", "C", "C", "N", "C", "C", "H", "H", "H", "H", "H", "H", "H", "H", "H", "H", "H", "H", "H", "H", "H", "H", "H", "H", "O", "P", "N", "C", "C", "N", "C", "C", "N", "C", "C", "H", "H", "H", "H", "H", "H", "H", "H", "H", "H", "H", "H", "H", "H", "H", "H", "H", "H"],
  "coordinates": [[-4.355, 0.069, -0.598], [-3.918, 0.290, -1.912], [-3.132, 1.489, -2.046], [-3.733, 2.847, -1.342], [-3.125, 3.179, 0.119], [-3.769, 3.681, 1.028], [-1.729, 2.852, 0.415], [-1.404, 3.049, 1.748], [-0.938, 4.028, 2.238], [-1.613, 1.977, 2.529], [-3.264, 4.358, -2.496], [-4.375, 5.709, -1.936], [-1.735, 4.874, -1.952], [-5.296, 0.580, -0.376], [-3.594, 0.314, 0.150], [-4.555, -1.004, -0.501], [-2.096, 1.323, -1.724], [-3.080, 1.677, -3.123], [-4.937, 2.810, -1.215], [-1.080, 3.421, -0.121], [-4.208, 5.891, -0.869], [-5.410, 5.412, -2.073], [-4.127, 6.638, -2.450], [-1.060, 4.436, -2.477], [-1.272, -3.949, 1.348], [-0.491, -3.743, 2.601], [-0.583, -2.068, 2.857], [0.525, -1.219, 3.241], [-1.905, -1.458, 2.854], [1.068, -4.296, 2.054], [2.183, -3.391, 1.867], [1.015, -5.243, 0.948], [-0.136, -4.156, 4.205], [-1.086, -3.733, 5.237], [0.903, -5.064, 4.671], [1.170, -1.705, 3.983], [0.194, -0.289, 3.704], [1.129, -0.942, 2.373], [-2.377, -1.508, 3.846], [-2.558, -1.968, 2.145], [-1.858, -0.414, 2.550], [1.996, -2.647, 1.079], [3.073, -3.962, 1.587], [2.447, -2.876, 2.790], [0.872, -4.752, -0.022], [0.208, -5.959, 1.083], [1.951, -5.810, 0.915], [-0.828, -2.742, 5.624], [-1.097, -4.426, 6.077], [-2.103, -3.689, 4.848], [1.795, -4.500, 4.961], [1.182, -5.795, 3.922], [0.566, -5.630, 5.544], [0.354, 1.707, -1.718], [1.563, 0.963, -2.177], [2.675, 1.349, -0.939], [4.038, 1.800, -1.063], [2.231, 1.014, 0.408], [1.840, 1.801, -3.670], [2.958, 2.703, -3.844], [0.639, 2.378, -4.268], [2.367, -0.417, -2.733], [2.614, -1.491, -1.769], [2.664, -0.760, -4.118], [4.584, 1.275, -1.856], [4.590, 1.608, -0.142], [4.094, 2.876, -1.253], [2.488, -0.028, 0.655], [1.145, 1.110, 0.474], [2.657, 1.664, 1.173], [2.903, 3.578, -3.181], [2.980, 3.064, -4.876], [3.914, 2.198, -3.694], [0.358, 3.333, -3.810], [-0.209, 1.704, -4.179], [0.813, 2.546, -5.334], [3.579, -1.355, -1.268], [2.627, -2.467, -2.253], [1.837, -1.528, -1.006], [3.685, -0.460, -4.370], [1.981, -0.291, -4.816], [2.579, -1.838, -4.280]],
  "gap_ha": 0.214,
  "lumo_energy_ev": 2.15,
  "relative_energy_kcal_mol": 0.0,
  "total_charge": -1,
  "e_tot_ev": -72368.43082
}

Entry 2:
{
  "formula": "C17H47N8O10Sr2",
  "method": "the ωB97M-V functional and the def2-TZVPD basis",
  "species": ["Sr", "Sr", "C", "C", "O", "O", "H", "H", "H", "C", "O", "N", "N", "H", "H", "H", "H", "C", "O", "N", "N", "H", "H", "H", "H", "C", "O", "N", "N", "H", "H", "H", "H", "C", "O", "C", "C", "N", "C", "C", "O", "C", "H", "H", "H", "H", "H", "H", "H", "H", "H", "H", "H", "H", "H", "H", "H", "C", "O", "C", "C", "N", "C", "C", "O", "C", "H", "H", "H", "H", "H", "H", "H", "H", "H", "H", "H", "H", "H", "H", "H", "O", "H", "H"],
  "coordinates": [[2.509, 2.701, 3.198], [-0.833, 3.514, 0.965], [-0.249, -0.890, 1.980], [0.708, 0.269, 2.062], [1.915, 0.058, 2.112], [0.262, 1.440, 2.159], [-0.770, -0.973, 1.027], [-1.005, -0.673, 2.735], [0.249, -1.816, 2.266], [3.777, -3.260, 0.479], [4.050, -3.269, 1.678], [4.246, -4.036, -0.394], [2.942, -2.370, -0.050], [4.945, -4.627, 0.030], [4.058, -4.063, -1.386], [2.697, -1.595, 0.549], [2.579, -2.348, -0.992], [-1.193, -3.386, 5.951], [-1.112, -3.134, 7.124], [-0.424, -3.208, 4.976], [-2.172, -4.033, 5.564], [-0.652, -3.624, 4.085], [0.504, -2.912, 5.242], [-2.791, -4.457, 6.240], [-2.355, -4.054, 4.571], [0.787, 1.477, -1.543], [-0.014, 2.140, -0.946], [1.466, 0.439, -1.185], [1.031, 1.675, -2.781], [2.104, 0.010, -1.840], [1.242, 0.039, -0.285], [1.728, 1.176, -3.315], [0.350, 2.252, -3.253], [-1.710, 7.597, 0.558], [-2.104, 6.234, 0.429], [-2.921, 6.029, -0.764], [-3.473, 4.598, -0.752], [-2.532, 3.483, -1.032], [-3.266, 2.256, -1.092], [-3.564, 1.629, 0.253], [-2.798, 2.139, 1.285], [-3.254, 1.807, 2.620], [-1.345, 7.816, 1.561], [-2.440, 8.350, 0.260], [-0.747, 7.714, 0.062], [-2.371, 6.219, -1.686], [-3.747, 6.712, -0.567], [-4.344, 4.644, -1.406], [-3.869, 4.453, 0.254], [-2.135, 3.611, -1.952], [-2.669, 1.522, -1.635], [-4.108, 2.454, -1.755], [-3.483, 0.542, 0.226], [-4.565, 1.891, 0.596], [-4.314, 2.002, 2.786], [-2.659, 2.390, 3.322], [-3.015, 0.761, 2.809], [-2.383, -2.691, -0.813], [-1.127, -2.623, -1.378], [-0.158, -3.587, -0.942], [0.951, -3.771, -2.032], [1.545, -2.502, -2.408], [1.936, -2.432, -3.752], [3.133, -1.445, -3.819], [2.734, -0.108, -3.716], [3.896, 0.781, -3.816], [-2.382, -2.637, 0.276], [-2.921, -3.589, -1.119], [-2.991, -1.840, -1.119], [-0.427, -4.641, -0.881], [0.375, -3.302, -0.035], [0.510, -4.225, -2.919], [1.597, -4.620, -1.807], [0.871, -1.752, -2.352], [1.095, -2.104, -4.364], [2.315, -3.417, -4.022], [3.667, -1.720, -4.728], [3.840, -1.772, -3.056], [3.605, 1.829, -3.753], [4.386, 0.685, -4.785], [4.700, 0.531, -3.124], [4.214, -1.298, 3.328], [4.423, -2.110, 2.866], [3.450, -0.951, 2.868]],
  "gap_ha": 0.110,
  "lumo_energy_ev": -11.36,
  "total_charge": 3,
  "e_tot_ev": -52434.36388
}

Entry 3:
{
  "formula": "C17H47N8O7PS2",
  "method": "the ωB97M-V functional and the def2-TZVPD basis",
  "species": ["N", "P", "O", "O", "C", "N", "C", "C", "O", "O", "C", "C", "C", "N", "C", "C", "N", "N", "N", "O", "C", "S", "S", "H", "H", "H", "H", "H", "H", "H", "H", "H", "H", "H", "H", "H", "H", "H", "H", "H", "H", "H", "H", "H", "H", "H", "H", "H", "C", "O", "C", "C", "C", "N", "H", "H", "H", "H", "H", "H", "H", "H", "H", "H", "H", "C", "O", "C", "C", "C", "N", "H", "H", "H", "H", "H", "H", "H", "H", "H", "H", "H"],
  "coordinates": [[-2.475, 3.191, -0.590], [-2.055, 2.117, 0.444], [-0.471, 2.043, 0.654], [-2.540, 2.324, 1.968], [-2.558, 0.370, 0.083], [-3.767, 0.090, 0.823], [-3.746, -0.619, 2.070], [-3.326, -2.088, 1.999], [-2.364, -2.483, 1.384], [-4.113, -2.960, 2.680], [-2.611, 0.000, -1.435], [-3.872, 0.600, -2.092], [-3.783, 1.336, -3.448], [-4.265, 2.720, -3.433], [-1.267, 0.565, -1.979], [-0.453, -0.121, -3.104], [0.512, 0.891, -3.635], [-1.228, -0.571, -4.248], [0.290, -1.231, -2.528], [-2.504, -1.438, -1.457], [-3.480, -2.373, -1.731], [-4.938, -2.388, -0.585], [-4.048, -2.579, -3.473], [-3.007, 3.956, -0.194], [-0.191, 1.637, 1.491], [-3.502, 2.405, 1.985], [-1.741, -0.252, 0.469], [-4.622, 0.051, 0.299], [-4.730, -0.534, 2.541], [-3.040, -0.128, 2.755], [-4.570, -2.509, 3.401], [-4.644, -0.166, -2.172], [-4.281, 1.335, -1.389], [-4.392, 0.792, -4.180], [-2.776, 1.337, -3.851], [-4.993, 2.854, -2.745], [-3.509, 3.353, -3.215], [-0.567, 0.556, -1.139], [-1.441, 1.600, -2.270], [0.043, 1.480, -4.319], [0.774, 1.530, -2.889], [-0.748, -0.298, -5.099], [-1.252, -1.585, -4.255], [0.955, -1.541, -3.232], [0.841, -0.861, -1.759], [-2.985, -3.328, -1.545], [-5.881, -2.484, -1.521], [-3.886, -1.315, -3.871], [4.099, -2.102, 0.750], [3.261, -1.423, -0.162], [3.612, -0.083, -0.434], [4.694, 0.100, -1.505], [6.104, -0.214, -1.017], [4.419, -0.672, -2.718], [4.475, -1.424, 1.523], [4.946, -2.581, 0.252], [3.500, -2.879, 1.224], [2.697, 0.387, -0.810], [3.883, 0.436, 0.497], [4.669, 1.158, -1.785], [6.273, -1.289, -0.947], [6.836, 0.182, -1.719], [6.295, 0.229, -0.038], [3.534, -0.375, -3.120], [4.274, -1.642, -2.449], [2.932, -0.454, 6.039], [3.246, 0.845, 5.577], [3.748, 0.923, 4.260], [2.673, 0.942, 3.167], [2.037, -0.418, 2.898], [1.616, 1.922, 3.441], [3.627, -1.197, 5.635], [1.910, -0.746, 5.783], [3.023, -0.444, 7.124], [4.298, 1.866, 4.214], [4.469, 0.113, 4.081], [3.176, 1.256, 2.246], [1.325, -0.690, 3.678], [1.494, -0.402, 1.952], [2.791, -1.205, 2.836], [2.019, 2.853, 3.494], [1.255, 1.745, 4.374]],
  "gap_ha": 0.318,
  "lumo_energy_ev": 0.21,
  "e_tot_ev": -75603.52548,
  "smiles": "N=P(O)(O)[C@@H](NCC(=O)O)[C@@](CCN)(CC(N)(N)N)OC(S)S.COC[C@@H](C)N.COC[C@@H](C)N"
}

Entry 4:
{
  "formula": "C17H48AlN3O6",
  "method": "the ωB97M-V functional and the def2-TZVPD basis",
  "species": ["Al", "C", "O", "H", "H", "H", "C", "C", "C", "O", "C", "N", "H", "H", "H", "H", "H", "H", "H", "H", "H", "H", "H", "C", "C", "C", "O", "C", "N", "H", "H", "H", "H", "H", "H", "H", "H", "H", "H", "H", "C", "C", "C", "O", "C", "N", "H", "H", "H", "H", "H", "H", "H", "H", "H", "H", "H", "C", "C", "O", "H", "H", "H", "H", "H", "H", "C", "C", "O", "H", "H", "H", "H", "H", "H"],
  "coordinates": [[-1.825, -0.623, 1.973], [1.011, 0.553, -0.723], [0.154, 0.711, 0.287], [0.810, 1.225, -1.565], [2.027, 0.892, -0.376], [1.233, -0.465, -1.077], [-3.616, -0.030, -2.818], [-3.133, 0.165, -1.378], [-4.207, 0.945, -0.617], [-3.969, 0.967, 0.790], [-5.017, 1.656, 1.451], [-2.931, -1.138, -0.747], [-3.903, 0.903, -3.308], [-4.438, -0.746, -2.876], [-2.826, -0.383, -3.485], [-2.156, 0.653, -1.449], [-5.153, 0.423, -0.789], [-4.200, 1.981, -0.957], [-5.086, 2.658, 1.017], [-4.848, 1.918, 2.499], [-5.994, 1.170, 1.465], [-3.863, -1.538, -0.899], [-2.339, -1.702, -1.363], [2.679, -2.599, 3.916], [2.037, -1.235, 3.692], [3.090, -0.140, 3.718], [2.535, 1.108, 4.043], [3.524, 2.020, 4.534], [1.368, -1.156, 2.388], [3.336, -2.841, 3.076], [1.874, -3.335, 3.912], [3.256, -2.614, 4.836], [1.339, -1.071, 4.515], [3.678, -0.097, 2.785], [3.881, -0.405, 4.435], [4.100, 2.493, 3.734], [4.155, 1.507, 5.256], [3.006, 2.875, 4.966], [1.916, -1.583, 1.639], [1.399, -0.185, 2.079], [0.586, -4.649, 0.394], [-0.316, -3.541, -0.180], [-0.815, -3.808, -1.581], [-1.073, -2.645, -2.355], [-0.006, -2.305, -3.259], [-1.473, -3.489, 0.814], [1.233, -4.291, 1.200], [1.321, -4.883, -0.384], [0.060, -5.515, 0.786], [0.205, -2.580, -0.161], [-1.721, -4.422, -1.607], [-0.127, -4.512, -2.060], [0.716, -1.570, -2.900], [-0.534, -1.909, -4.126], [0.502, -3.216, -3.571], [-1.199, -3.984, 1.650], [-2.259, -3.995, 0.417], [2.861, 3.708, 1.276], [3.463, 3.254, -0.046], [4.530, 4.098, -0.460], [2.248, 4.595, 1.099], [3.643, 3.989, 1.977], [2.159, 2.957, 1.648], [2.706, 3.334, -0.835], [3.911, 2.258, 0.055], [4.173, 4.784, -1.031], [-1.314, 2.888, -4.829], [-0.377, 2.810, -3.659], [-1.199, 2.886, -2.464], [-1.980, 3.745, -4.729], [-1.869, 1.962, -4.964], [-0.785, 3.099, -5.761], [0.354, 3.616, -3.575], [0.135, 1.841, -3.625], [-0.668, 2.552, -1.736]],
  "gap_ha": 0.112,
  "lumo_energy_ev": -11.67,
  "relative_energy_kcal_mol": 0.0,
  "total_charge": 2,
  "e_tot_ev": -41735.88907
}

Entry 5:
{
  "formula": "C17H48F6LiN7O19S2",
  "method": "the ωB97M-V functional and the def2-TZVPD basis",
  "species": ["Li", "C", "F", "F", "F", "S", "O", "O", "N", "S", "O", "O", "C", "F", "F", "F", "C", "C", "O", "O", "H", "H", "H", "H", "H", "H", "C", "C", "O", "O", "H", "H", "H", "H", "H", "H", "C", "C", "O", "O", "H", "H", "H", "H", "H", "H", "C", "C", "O", "O", "H", "H", "H", "H", "H", "H", "C", "C", "O", "O", "H", "H", "H", "H", "H", "H", "C", "C", "O", "O", "H", "H", "H", "H", "H", "H", "C", "O", "N", "N", "H", "H", "H", "H", "C", "O", "N", "N", "H", "H", "H", "H", "C", "O", "N", "N", "H", "H", "H", "H"],
  "coordinates": [[0.891, -1.765, 0.455], [1.998, 1.743, 0.361], [2.770, 2.576, 1.008], [1.321, 2.296, -0.617], [2.757, 0.757, -0.129], [0.681, 1.050, 1.534], [1.348, 0.371, 2.630], [-0.095, 2.213, 1.902], [-0.092, -0.110, 0.541], [-1.580, 0.461, 0.384], [-2.238, 0.656, 1.645], [-1.684, 1.485, -0.638], [-2.452, -1.068, -0.432], [-2.543, -0.926, -1.739], [-1.659, -2.123, -0.167], [-3.628, -1.271, 0.115], [2.912, -2.235, -1.086], [3.522, -2.402, 0.290], [2.680, -1.856, 1.308], [1.538, -2.662, -1.158], [3.460, -2.790, -1.847], [2.858, -1.156, -1.269], [4.444, -1.823, 0.176], [3.816, -3.444, 0.434], [3.244, -1.340, 1.892], [1.303, -2.903, -2.057], [-1.443, 0.417, 5.573], [-2.131, 1.585, 4.880], [-3.407, 1.165, 4.380], [-1.815, 0.490, 6.960], [-0.356, 0.505, 5.473], [-1.745, -0.532, 5.130], [-1.524, 1.921, 4.035], [-2.327, 2.487, 5.459], [-3.433, 1.264, 3.423], [-1.774, -0.392, 7.341], [-0.349, 0.020, -4.636], [0.942, 0.660, -4.142], [1.745, 0.876, -5.339], [-1.283, 0.854, -5.300], [-0.855, -0.472, -3.798], [-0.009, -0.719, -5.372], [1.521, -0.008, -3.498], [0.793, 1.597, -3.603], [2.266, 0.074, -5.422], [-0.830, 1.701, -5.405], [-7.266, -0.218, -0.288], [-8.163, -1.371, -0.730], [-7.360, -2.558, -0.843], [-7.140, -0.050, 1.123], [-7.773, 0.705, -0.591], [-6.264, -0.206, -0.719], [-8.594, -1.171, -1.711], [-9.018, -1.592, -0.087], [-7.316, -3.048, -0.020], [-6.770, -0.858, 1.497], [-3.730, 3.808, -3.661], [-4.429, 4.441, -2.455], [-3.721, 4.193, -1.244], [-3.364, 2.454, -3.426], [-2.810, 4.351, -3.897], [-4.415, 3.731, -4.504], [-5.455, 4.079, -2.392], [-4.364, 5.519, -2.608], [-4.040, 3.352, -0.902], [-2.723, 2.357, -2.718], [5.441, 3.455, 1.766], [6.014, 3.982, 0.464], [6.329, 5.362, 0.672], [6.460, 3.309, 2.765], [4.986, 2.472, 1.752], [4.746, 4.201, 2.160], [5.350, 3.850, -0.396], [6.965, 3.470, 0.273], [6.875, 5.621, -0.076], [6.803, 4.177, 3.001], [5.518, 1.157, -3.501], [5.522, 1.442, -4.692], [4.528, 0.412, -2.908], [6.394, 1.743, -2.620], [3.822, 0.021, -3.503], [4.626, 0.037, -1.985], [6.529, 1.195, -1.782], [7.244, 2.063, -3.060], [0.038, -6.375, 0.317], [0.843, -7.188, -0.119], [-0.251, -5.234, -0.388], [-0.636, -6.495, 1.484], [-0.791, -4.526, 0.082], [0.360, -4.867, -1.086], [-0.285, -7.217, 2.093], [-1.268, -5.835, 1.892], [0.200, -3.191, 3.000], [0.025, -3.159, 1.765], [0.516, -4.328, 3.676], [0.141, -2.068, 3.738], [0.790, -5.155, 3.175], [0.959, -4.215, 4.570], [0.396, -2.060, 4.707], [-0.030, -1.198, 3.261]],
  "gap_ha": 0.318,
  "lumo_energy_ev": -0.76,
  "e_tot_ev": -105920.82025
}